Computed, not measured: a cluster of 6 separate species, C46H83NO20 in total, with wB97M-V/def2-TZVPD.

XYZ file:
```
150
Properties=species:S:1:pos:R:3
C -0.50946 -0.99086 3.58919
C -1.37102 -1.87490 2.54575
C -2.55065 -1.07702 1.80050
C -2.66080 0.49010 2.24174
C -2.57574 -1.21249 0.20622
N -3.16048 -2.53999 -0.20265
C -2.67757 -2.90120 -1.57450
O -3.32912 -3.34061 -2.55004
C -1.06862 -2.62200 -1.42784
C -0.61176 -3.91466 -0.59103
C 0.97403 -4.18608 -0.56164
C 1.78122 -3.40717 0.58397
O 3.05810 -4.12541 0.75931
C -0.48739 -2.36859 -2.89947
C -0.47778 -3.64846 -3.86358
O 0.33818 -3.26474 -5.03000
C 1.42129 -4.20426 -5.23051
C 2.53152 -4.07129 -4.07480
O 3.88043 -3.78892 -4.56628
C 4.25448 -2.57826 -3.85930
C 4.60387 -2.56801 -2.33039
C 4.94688 -1.19798 -1.67099
C 4.98087 0.15230 -2.48390
C 5.35181 1.47631 -1.65521
C 6.61458 1.04095 -0.70465
C 4.14815 1.79481 -0.64584
C 5.87505 2.70682 -2.53553
C 4.78260 3.78792 -2.98433
C 4.43538 4.88595 -1.82545
C 5.50676 4.67660 -4.15933
C 3.45760 3.18917 -3.66997
C 4.67219 0.07699 -3.99414
C 4.29313 -1.27420 -4.69571
C -1.21608 -1.19156 -0.65471
C 0.10117 -0.47299 -0.10491
O -0.11937 0.97219 0.01973
C 0.79830 1.55947 0.96807
H 0.07988 -0.17633 3.05292
H 0.23189 -1.70475 4.11377
H -1.21302 -0.56946 4.39507
H -1.85485 -2.71434 3.18030
H -0.62490 -2.39495 1.85984
H -3.54145 -1.54397 2.17915
H -1.71397 1.08229 2.02386
H -3.59939 0.95541 1.74878
H -2.91022 0.46531 3.37090
H -3.11861 -0.27094 -0.17367
H -4.12758 -2.23525 -0.45739
H -1.05943 -3.95484 0.47396
H -1.07882 -4.82753 -1.13195
H 1.47555 -4.00595 -1.57046
H 1.09874 -5.31899 -0.34541
H 1.28448 -3.41041 1.61016
H 2.07682 -2.36164 0.20889
H 3.15023 -4.78309 0.02692
H 0.53874 -1.84923 -2.86469
H -1.19435 -1.59799 -3.39593
H -0.11300 -4.60844 -3.36153
H -1.51826 -3.88982 -4.30519
H 1.88688 -4.01248 -6.26957
H 0.95613 -5.25396 -5.26221
H 2.56161 -5.07115 -3.49056
H 2.19010 -3.20112 -3.39716
H 4.60633 -3.53916 -1.72389
H 5.19701 -1.24492 -0.55026
H 7.29909 0.37877 -1.33879
H 7.21099 1.93784 -0.32769
H 6.24162 0.49062 0.24250
H 4.38888 2.66884 0.06048
H 3.13243 1.97023 -1.13211
H 4.02163 0.85356 0.01773
H 6.65783 3.27543 -1.90143
H 6.46397 2.26403 -3.42428
H 3.46913 4.49082 -1.33026
H 5.28218 4.97709 -1.06183
H 4.14762 5.90531 -2.28481
H 6.07551 5.51077 -3.60414
H 6.33098 4.04861 -4.67680
H 4.76558 5.06466 -4.93309
H 2.61003 3.97598 -3.71845
H 3.73239 2.99801 -4.78052
H 3.11261 2.18335 -3.26166
H 4.71494 1.00630 -4.64558
H 4.03678 -1.30533 -5.81747
H -1.50050 -0.50772 -1.54850
H 0.89957 -0.57696 -0.94218
H 0.56643 -0.94251 0.82419
H 1.71767 0.92118 1.19724
H 1.18095 2.57192 0.55988
H 0.30233 1.82303 1.98264
C -6.53446 -6.49994 2.66492
O -6.36378 -6.98595 1.33515
C -6.08741 -6.03023 0.43046
O -5.97983 -4.84956 0.65733
O -5.95237 -6.61944 -0.76874
C -5.65432 -5.71620 -1.83450
H -6.75250 -7.35439 3.30672
H -5.61820 -6.02435 3.02211
H -7.37587 -5.80527 2.71661
H -4.70376 -5.20984 -1.65652
H -6.46103 -4.99047 -1.96138
H -5.56755 -6.29792 -2.75308
C -0.27461 -0.34892 9.38738
O -0.88208 0.03384 8.15476
C -2.00191 0.76310 8.29561
O -2.50264 1.09889 9.34065
O -2.46641 1.05288 7.06826
C -3.66252 1.83029 7.06309
H 0.61733 -0.93098 9.15278
H 0.02783 0.53201 9.95799
H -0.95165 -0.97488 9.97290
H -3.49529 2.79815 7.54085
H -4.47481 1.29126 7.55573
H -3.94348 2.00262 6.02341
C 4.01369 10.05524 0.92254
O 2.63638 9.87839 1.25012
C 2.06633 8.80640 0.67582
O 2.61264 8.02246 -0.06110
O 0.78012 8.76040 1.06421
C 0.04487 7.66299 0.52490
H 4.36742 10.94742 1.44030
H 4.60386 9.20138 1.26304
H 4.13802 10.20700 -0.15194
H 0.47585 6.71311 0.85020
H 0.01244 7.71935 -0.56537
H -0.97548 7.72687 0.90429
C 1.91371 6.40602 7.32333
O 2.09006 5.92769 5.99119
C 2.36516 6.88887 5.09267
O 2.46775 8.06829 5.32538
O 2.50596 6.30615 3.89012
C 2.80287 7.21516 2.83031
H 1.69718 5.54731 7.95990
H 2.82703 6.88320 7.68566
H 1.06950 7.09710 7.37631
H 3.75178 7.72454 3.01469
H 1.99546 7.93556 2.70742
H 2.89528 6.63823 1.91010
C -9.55079 -4.99861 -7.06301
O -10.14654 -5.31573 -5.80638
C -9.38303 -6.08715 -5.01404
O -8.28374 -6.50789 -5.28050
O -10.05757 -6.30784 -3.87326
C -9.36029 -7.11990 -2.93017
H -10.25322 -4.37473 -7.61690
H -8.62625 -4.43477 -6.91998
H -9.36434 -5.90627 -7.64135
H -8.42804 -6.64049 -2.62349
H -9.16651 -8.11183 -3.34438
H -9.99515 -7.23266 -2.05068
```

Results
Kohn-Sham gap: 8.704 eV
max |F|: 0.088 Eh/bohr
SMILES string: CC[C@@H](C)[C@@H]1NC(=O)[C@@](CCCO)(CCOCCOc2ccc(C(C)(C)CC(C)(C)C)cc2)[C@@H]1COC.COC(=O)OC.COC(=O)OC.COC(=O)OC.COC(=O)OC.COC(=O)OC
ΔE to the lowest compared entry with this formula, charge and spin: 0.00 kJ/mol

Computed, not measured: a cluster of 8 separate species, C46H85ClF3IN7O13P in total, with wB97M-V/def2-TZVPD.

XYZ file:
```
157
Properties=species:S:1:pos:R:3
C -0.85568 -3.93952 3.30097
C -1.68257 -3.54931 2.07032
O -2.49537 -2.41662 2.43884
P -3.10414 -1.59363 1.19601
O -3.27102 -2.45089 0.00809
C -1.91639 -0.27143 0.94334
C -1.41923 0.35734 2.26166
C -0.42058 1.49821 2.06513
C -0.94159 2.83078 1.50959
C -2.46911 2.97665 1.67708
C -3.40739 2.92363 0.65601
C -4.75327 3.11165 0.94682
C -5.19217 3.34324 2.23235
C -4.26070 3.35635 3.26746
C -2.92546 3.17720 2.97849
O -0.42707 3.97010 2.29365
C -0.84006 5.06561 1.58214
O -1.27979 6.03772 2.11162
C -0.68556 4.75856 0.08043
I 1.08967 5.96015 -0.43091
C -1.74067 5.24002 -0.91264
C -2.43429 6.54904 -0.52419
C -3.56015 6.85369 -1.48905
F -4.70243 6.22406 -1.13329
F -3.84728 8.17085 -1.50770
F -3.29157 6.49069 -2.75696
C -0.32864 3.21279 0.12098
Cl 1.46765 3.12581 0.44348
C -0.63855 2.32407 -1.06840
C 0.35199 2.42966 -2.23923
C -0.21292 1.72046 -3.48429
C -0.23625 0.21070 -3.20848
O -0.09806 -0.56224 -4.39420
C -1.35860 -0.84272 -4.98255
O -4.45379 -1.00888 1.80349
C -5.46029 -0.60834 0.85251
C -6.80546 -1.23448 1.22555
H -0.52698 -4.97263 3.16962
H -1.42149 -3.80405 4.21859
H 0.03894 -3.31501 3.31943
H -2.32642 -4.36863 1.75870
H -0.98429 -3.28231 1.27639
H -1.05693 -0.77635 0.48575
H -2.28668 0.47195 0.23776
H -0.84266 -0.42647 2.75202
H -2.22501 0.59828 2.94857
H 0.38107 1.09660 1.45899
H 0.02042 1.71088 3.04084
H -3.10438 2.73578 -0.35975
H -5.47227 3.09736 0.13459
H -6.24631 3.50561 2.41432
H -4.60005 3.50967 4.28323
H -2.22063 3.19805 3.79946
H -1.22997 5.41953 -1.85785
H -2.49862 4.48686 -1.12210
H -2.87539 6.53238 0.46725
H -1.72238 7.36759 -0.63324
H -1.64738 2.47747 -1.44630
H -0.53865 1.30152 -0.69977
H 0.57916 3.47357 -2.46531
H 1.26699 1.90356 -1.97885
H -1.20224 2.09799 -3.74572
H 0.51558 1.87897 -4.28093
H -1.13599 -0.08383 -2.65376
H 0.61070 -0.07163 -2.57871
H -1.19323 -1.24601 -5.97832
H -1.96185 0.06968 -5.04856
H -1.90802 -1.56444 -4.36853
H -5.55917 0.47500 0.94130
H -5.17243 -0.82362 -0.17523
H -7.06681 -2.08140 0.59671
H -7.58007 -0.46995 1.14499
H -6.76582 -1.50945 2.27859
C 2.52803 -2.63193 -2.96822
C 1.38135 -2.98654 -2.05805
O 1.03787 -2.26369 -1.13036
N 0.71993 -4.14718 -2.29947
C 0.97369 -5.12260 -3.34424
H 2.95108 -1.68639 -2.64865
H 3.30313 -3.38939 -2.92412
H 2.16943 -2.53075 -3.99455
H -0.03895 -4.31885 -1.65858
H 0.09054 -5.22548 -3.97504
H 1.20391 -6.09100 -2.89213
H 1.80779 -4.81829 -3.96606
C -1.43973 -7.51333 -5.75647
C -1.09387 -6.45409 -6.77816
O -0.67946 -5.35244 -6.45804
N -1.26380 -6.77464 -8.08890
C -1.74192 -8.02102 -8.65569
H -1.25452 -7.11237 -4.76499
H -2.49145 -7.79148 -5.83119
H -0.82230 -8.40119 -5.89790
H -1.01708 -6.02783 -8.71894
H -0.98165 -8.44964 -9.31084
H -2.64405 -7.84251 -9.24314
H -1.97187 -8.73739 -7.87474
C 7.29585 -1.11698 -2.60854
C 6.29223 -1.84228 -3.47352
O 5.43418 -2.56971 -2.99898
N 6.37192 -1.65377 -4.81685
C 7.31166 -0.83156 -5.55494
H 7.10038 -1.36724 -1.57059
H 8.31225 -1.42249 -2.85960
H 7.20379 -0.03754 -2.73347
H 5.67398 -2.16269 -5.33612
H 6.77497 -0.07031 -6.12316
H 7.87954 -1.44891 -6.25300
H 8.00502 -0.33908 -4.88222
C 3.43188 -1.89403 1.64026
C 2.66046 -1.05459 2.63000
O 1.74585 -0.32662 2.27247
N 3.00434 -1.14127 3.93871
C 4.03636 -1.96694 4.53918
H 3.02586 -1.71770 0.64701
H 4.48920 -1.62449 1.64848
H 3.33040 -2.95431 1.87685
H 2.44953 -0.55479 4.54204
H 3.57772 -2.64309 5.26187
H 4.76891 -1.33942 5.05102
H 4.54490 -2.55408 3.78272
C -1.71077 0.05644 7.62482
C -1.39786 0.65499 6.27326
O -1.81016 0.16597 5.23603
N -0.62571 1.77803 6.24832
C -0.04960 2.49906 7.36712
H -2.32789 -0.82394 7.47527
H -0.79435 -0.23838 8.13761
H -2.25628 0.76892 8.24496
H -0.45150 2.12642 5.31756
H -0.41772 3.52628 7.37918
H 1.03776 2.52353 7.27656
H -0.31010 2.02430 8.30693
C 1.84796 -7.23850 6.30993
C 2.12967 -6.12432 5.32937
O 2.40691 -4.99405 5.69526
N 2.05914 -6.42378 4.00515
C 1.74409 -7.69639 3.38577
H 1.94133 -6.84320 7.31644
H 0.83646 -7.62313 6.17493
H 2.56219 -8.05293 6.18339
H 2.25259 -5.63724 3.40511
H 2.57578 -8.02321 2.75935
H 0.85664 -7.59616 2.75828
H 1.55496 -8.45525 4.13706
C 2.43075 11.38775 -2.81612
C 2.85231 10.24381 -1.92217
O 3.98592 9.79409 -1.93935
N 1.91189 9.72610 -1.08805
C 0.52697 10.12495 -0.93276
H 3.28382 11.68736 -3.41675
H 1.62244 11.07964 -3.48034
H 2.10125 12.24045 -2.22136
H 2.25349 8.96757 -0.51967
H 0.34122 10.43814 0.09590
H -0.12805 9.28106 -1.15826
H 0.28325 10.94600 -1.59824
```

Results
Kohn-Sham gap: 8.745 eV
max |F|: 0.023 Eh/bohr

Computed, not measured: a cluster of 4 separate species, C46H89BBrN5O10P in total, with wB97M-V/def2-TZVPD.

XYZ file:
```
153
Properties=species:S:1:pos:R:3
C 0.49511 8.53315 -0.21506
C -0.25615 7.48388 0.05638
C -1.15545 6.18477 0.35845
B -0.11891 5.23159 1.18847
N 1.17662 4.66596 0.64730
O -0.47320 4.84169 2.55678
N -2.07900 6.71348 1.45242
C -3.16328 7.38404 0.65328
O -3.73122 8.50684 0.85136
C -3.40372 6.33104 -0.58820
Br -4.11351 7.55420 -1.99924
C -4.71764 5.48667 -0.17242
C -4.67400 4.84936 1.32027
C -5.54350 5.73964 2.38145
C -4.72483 6.16076 3.70797
C -4.70205 5.02564 4.87049
C -3.95210 3.66869 4.40929
C -3.52642 2.73091 5.69093
C -1.98561 3.15151 6.03163
O -1.36204 2.31714 7.04314
C -1.08813 0.97491 6.53912
C -2.00744 5.52280 -0.87919
C -2.07663 3.88621 -0.73652
O -3.02792 3.27799 -1.64892
C -2.60982 1.95319 -2.07890
C -3.79586 0.83886 -1.85997
C -4.82686 0.74486 -3.10193
P -1.25715 5.70788 -2.63929
O -0.96758 7.20281 -3.00588
O -2.33291 5.15229 -3.87576
O 0.29651 4.92942 -2.73137
H 0.91868 9.50874 -0.67575
H 1.26621 5.09349 -0.30061
H 1.02023 3.64385 0.57972
H 0.12912 4.08525 2.80738
H -1.62489 7.31853 2.16018
H -5.60053 6.25058 -0.16248
H -5.03426 4.69265 -0.96724
H -3.61931 4.63412 1.71939
H -5.21708 3.81626 1.28065
H -6.50136 5.17996 2.74761
H -5.93788 6.73163 1.91247
H -5.30142 7.06618 4.17113
H -3.65592 6.53599 3.51847
H -5.76117 4.83726 5.32372
H -4.07527 5.47687 5.74546
H -4.65564 3.12836 3.67385
H -2.98050 3.91445 3.84479
H -4.24556 3.05292 6.54489
H -3.64159 1.62725 5.39051
H -1.95470 4.26686 6.35401
H -1.39908 3.03260 5.03497
H -2.05281 0.32383 6.60553
H -0.24684 0.54793 7.21540
H -0.75070 0.96959 5.42598
H -2.40172 3.55887 0.33639
H -1.02988 3.51056 -1.03036
H -1.69119 1.53073 -1.53081
H -2.43507 2.00645 -3.23326
H -3.23239 -0.18329 -1.82516
H -4.29225 1.03503 -0.84022
H -4.57670 -0.22193 -3.70540
H -5.91354 0.61541 -2.70076
H -4.73412 1.66526 -3.78702
H -3.27379 5.31615 -3.61906
H 0.79993 5.51562 -3.36955
C 0.19140 -3.02797 2.99789
C -0.75024 -2.51705 1.87668
C -1.49222 -3.71278 1.23412
C -0.60848 -4.55523 0.31969
C 0.08977 -3.68546 -0.71962
C 0.85708 -2.49347 -0.10412
N 0.03427 -1.72119 0.87965
O -0.85392 -0.95625 0.16603
C 2.15327 -3.00006 0.57532
C 1.38705 -1.60362 -1.26525
C -1.79433 -1.65254 2.63757
H 0.95826 -2.28603 3.24263
H -0.35969 -3.22330 3.92379
H 0.68181 -3.97041 2.75546
H -2.34597 -3.34930 0.64861
H -1.91337 -4.35693 2.01587
H 0.12720 -5.11548 0.90424
H -1.22404 -5.30435 -0.18907
H 0.77303 -4.30986 -1.30653
H -0.66524 -3.31794 -1.42588
H 2.65262 -2.19492 1.12281
H 2.86396 -3.37459 -0.16860
H 1.99376 -3.83025 1.26077
H 0.58843 -1.25159 -1.92481
H 2.08166 -2.16376 -1.89945
H 1.92482 -0.73111 -0.87996
H -1.31847 -0.78633 3.11212
H -2.27968 -2.23516 3.42912
H -2.59839 -1.29281 1.99230
C 4.81099 4.83510 -1.99834
C 5.24067 3.44822 -1.45343
C 6.74830 3.22770 -1.72064
C 7.06781 2.92400 -3.18121
C 6.21607 1.76956 -3.69888
C 4.70215 1.97264 -3.46319
N 4.38454 2.37857 -2.05841
O 4.49517 1.26038 -1.26942
C 4.15534 3.02996 -4.45399
C 3.96433 0.67053 -3.88754
C 5.03502 3.57566 0.08153
H 3.72565 4.89199 -2.13060
H 5.08268 5.63797 -1.30516
H 5.29207 5.09851 -2.94010
H 7.11667 2.39596 -1.10744
H 7.31797 4.11103 -1.40675
H 6.92117 3.81387 -3.80079
H 8.12749 2.66269 -3.27331
H 6.41487 1.63050 -4.76770
H 6.54915 0.84710 -3.20730
H 3.11437 3.28105 -4.22844
H 4.18192 2.65340 -5.48180
H 4.73189 3.95282 -4.47333
H 4.32502 -0.21211 -3.35155
H 4.11785 0.46497 -4.95185
H 2.88553 0.75678 -3.72179
H 3.97787 3.73190 0.32577
H 5.59338 4.42999 0.48133
H 5.38950 2.70165 0.63169
C 2.52387 -10.34585 0.30891
C 1.10392 -9.72273 0.32738
C 0.04331 -10.83791 0.17015
C -0.05062 -11.39080 -1.24844
C -0.24168 -10.26746 -2.26171
C 0.81713 -9.14818 -2.14112
N 0.99806 -8.67148 -0.73393
O -0.07650 -7.87510 -0.42555
C 2.17032 -9.64451 -2.70778
C 0.42320 -7.99885 -3.11257
C 0.97799 -9.13457 1.76062
H 3.28624 -9.59271 0.08563
H 2.78467 -10.77379 1.28248
H 2.62695 -11.16788 -0.39905
H -0.94400 -10.45481 0.45648
H 0.26048 -11.66206 0.86077
H 0.83992 -11.97760 -1.49301
H -0.89625 -12.08400 -1.31165
H -0.22682 -10.69178 -3.27209
H -1.24566 -9.84671 -2.12566
H 2.96607 -8.91628 -2.52418
H 2.11019 -9.79176 -3.79109
H 2.48831 -10.60487 -2.30661
H -0.57911 -7.60686 -2.91740
H 0.41673 -8.35015 -4.14939
H 1.13508 -7.16932 -3.05115
H 1.70960 -8.33486 1.92431
H 1.16153 -9.90721 2.51613
H -0.01756 -8.73844 1.97067
```

Results
Kohn-Sham gap (spin up / spin down): 9.272 / 9.037 eV
⟨S²⟩: 3.764
spin multiplicity: 4
max |F|: 0.130 Eh/bohr

Per-record electronic energy, hartree: -3361.7306, -4564.2186, -5772.1281